Record 1
A cluster of 2 separate species, C3H5BrSi in total. Source: the Open Molecules 2025 dataset; level of theory: the ωB97M-V functional and the def2-TZVPD basis.

Structure (ORCA input):
```
! RIJCOSX wB97M-V def2-TZVPD def2/J DEFGRID3
* xyz 0 3
C 0.7349 -2.7675 0.2936
C 1.0091 -1.6051 0.2054
C 1.1153 -0.2967 0.0981
Si -0.2258 1.0561 0.4070
Br 2.9372 0.2898 -0.0385
H 0.5721 -3.7497 0.4136
H 0.2452 -0.1289 -1.7162
H 0.0566 2.1285 -0.5584
H -0.2605 1.4122 1.8375
H -1.3778 0.1280 0.2830
*
```

Strongest force on any atom in hartree/bohr: 0.0682
Orbital gap (spin up / spin down) in hartree: 0.30490 / 0.30070
⟨S²⟩: 2.020
Energy relative to the best compared isomer or geometry (same formula, charge and spin) in kJ/mol: 0.00

***

Record 2
A structure of composition C8H10B2F14O4Sn. Source: the Open Molecules 2025 dataset; level of theory: the ωB97M-V functional and the def2-TZVPD basis.

Structure (ORCA input):
```
! RIJCOSX wB97M-V def2-TZVPD def2/J DEFGRID3
* xyz 0 1
Sn -0.5137 -1.9540 4.0186
B 2.7413 -0.3676 4.7120
F 2.4428 -1.7335 4.8543
F 3.8717 -0.2201 3.9452
F 1.6629 0.2241 3.9636
F 2.8032 0.2019 5.9846
B 0.6049 -1.1784 1.0375
F 0.8997 -0.5660 -0.1871
F 1.8143 -1.6361 1.5935
F -0.1355 -0.2690 1.7921
F -0.1647 -2.3261 0.8258
C 1.8163 -3.6456 -3.1695
C 0.8707 -4.0274 -2.0551
O -0.1285 -2.9937 -2.0245
C -1.3936 -3.2890 -1.9072
O -1.8818 -4.3763 -1.7351
C -2.3059 -2.0531 -1.9623
F -2.7722 -1.8177 -0.7256
F -1.6622 -0.9789 -2.3791
F -3.3866 -2.3301 -2.6964
H 2.3173 -2.6942 -2.9931
H 1.4268 -3.5804 -4.1867
H 2.5440 -4.4577 -3.2628
H 1.3617 -4.1522 -1.0923
H 0.4574 -5.0052 -2.3070
C -0.1119 5.9230 0.2269
C 0.1604 4.6289 -0.4932
O -1.0832 3.8655 -0.5444
C -1.2318 2.8825 0.3072
O -0.4574 2.4919 1.1339
C -2.5327 2.1205 -0.0152
F -3.5216 2.9766 -0.2897
F -2.4393 1.2583 -1.0182
F -2.8766 1.4248 1.0860
H 0.0564 5.7897 1.2948
H -1.1165 6.3006 0.0412
H 0.5447 6.7002 -0.1680
H 0.9637 4.0416 -0.0577
H 0.3555 4.8219 -1.5469
*
```

Strongest force on any atom in hartree/bohr: 0.0823
Orbital gap in hartree: 0.20799
Energy relative to the best compared isomer or geometry (same formula, charge and spin) in kJ/mol: 42.98

***

Record 3
The molecule C29H28N2O6S. Source: the Open Molecules 2025 dataset; level of theory: the ωB97M-V functional and the def2-TZVPD basis.

Structure (ORCA input):
```
! RIJCOSX wB97M-V def2-TZVPD def2/J DEFGRID3
* xyz 0 1
C -1.6525 -0.2746 -1.0616
C -2.5343 -0.7600 0.0927
N -3.8573 -0.1642 0.0711
C -4.1690 1.0165 0.6547
O -5.2637 1.5314 0.5147
C -3.1706 1.6590 1.6212
O -1.8677 1.8473 1.0940
C -1.3335 3.0851 1.1571
O -1.8985 4.0285 1.6443
C 0.0267 3.0826 0.5579
C 0.7814 1.9357 0.6150
C 2.0827 1.9158 0.0599
C 2.9084 0.7044 0.0870
C 4.3085 0.8365 -0.0531
C 5.1211 -0.2579 -0.0380
C 4.5884 -1.5575 0.1069
C 5.4108 -2.7011 0.1237
C 4.8611 -3.9531 0.2569
O 5.5550 -5.1212 0.2856
C 6.9560 -5.0730 0.1699
C 3.4577 -4.0943 0.3767
C 2.6458 -3.0022 0.3636
C 3.1825 -1.7008 0.2320
C 2.3685 -0.5558 0.2218
N 2.6096 2.9847 -0.4927
C 1.9024 4.1223 -0.5626
C 2.5117 5.2405 -1.1720
C 1.8344 6.4217 -1.2806
C 0.5241 6.5362 -0.7907
C -0.0967 5.4724 -0.1935
C 0.5748 4.2435 -0.0551
C -4.9576 -0.7662 -0.6915
C -6.0329 -1.3125 0.2753
C -5.4779 -2.5509 0.9383
S -4.6703 -3.3967 -0.4652
O -3.3472 -3.8357 -0.1015
O -5.5487 -4.3761 -1.0363
C -4.5765 -1.9343 -1.5733
H -1.4155 0.7788 -0.9448
H -0.7250 -0.8409 -1.0737
H -2.1419 -0.4034 -2.0233
H -2.0526 -0.4987 1.0357
H -2.6311 -1.8462 0.0597
H -3.5866 2.6310 1.9106
H -3.0936 1.0256 2.5146
H 0.3946 1.0636 1.1156
H 4.7095 1.8308 -0.1688
H 6.1912 -0.1444 -0.1390
H 6.4762 -2.5587 0.0279
H 7.2644 -4.6340 -0.7844
H 7.4069 -4.5081 0.9922
H 7.2926 -6.1074 0.2162
H 3.0625 -5.0927 0.4770
H 1.5757 -3.1200 0.4556
H 1.3005 -0.6978 0.3015
H 3.5164 5.1223 -1.5462
H 2.3015 7.2763 -1.7477
H 0.0031 7.4768 -0.8886
H -1.1002 5.5695 0.1885
H -5.4069 0.0439 -1.2806
H -6.3111 -0.5403 0.9914
H -6.9173 -1.5751 -0.3069
H -4.7154 -2.3355 1.6801
H -6.2382 -3.2071 1.3454
H -5.3256 -2.0927 -2.3432
H -3.5911 -1.8915 -2.0174
*
```

Strongest force on any atom in hartree/bohr: 0.0162
Orbital gap in hartree: 0.27458
Energy relative to the best compared isomer or geometry (same formula, charge and spin) in kJ/mol: 12.99

***

Record 4
A structure of composition C7H14CoOP. Source: the Open Molecules 2025 dataset; level of theory: the ωB97M-V functional and the def2-TZVPD basis.

Structure (ORCA input):
```
! RIJCOSX wB97M-V def2-TZVPD def2/J DEFGRID3
* xyz 0 5
C 0.1217 -0.5908 -2.1709
C -0.9797 0.2865 -2.4267
C -0.7286 1.5442 -1.8243
C 0.5569 1.5178 -1.1934
C 1.1466 0.2383 -1.6098
Co -0.4346 0.1764 -0.4200
P 0.7296 -1.8043 0.5110
H 0.3177 -1.6407 -2.4310
H -1.6797 0.1153 -3.2335
H -1.2560 2.4644 -2.1006
H 2.1959 -0.0585 -1.5976
H 0.9210 2.3735 -0.5793
H 1.9250 -1.6879 1.3468
H 1.2601 -2.9151 -0.2002
H -0.1230 -2.6177 1.3420
C 0.1337 0.5514 3.9663
C -0.8451 0.2478 2.8408
O -0.4533 0.8193 1.5385
H 1.1607 0.2578 3.7131
H -0.1831 -0.0198 4.8495
H 0.1145 1.6172 4.2303
H -0.9347 -0.8254 2.6431
H -1.8398 0.6427 3.1035
H 0.0300 1.6418 1.7341
*
```

Strongest force on any atom in hartree/bohr: 0.1603
Orbital gap (spin up / spin down) in hartree: 0.14401 / 0.33287
⟨S²⟩: 6.018

***

Record 5
A cluster of 3 separate species, C4H15NO2 in total. Source: the Open Molecules 2025 dataset; level of theory: the ωB97M-V functional and the def2-TZVPD basis.

Structure (ORCA input):
```
! RIJCOSX wB97M-V def2-TZVPD def2/J DEFGRID3
* xyz 1 2
C 1.1693 -1.6924 -0.2173
C 0.6212 -0.8570 0.9705
N -0.5093 0.0122 0.6250
C -0.2363 1.4362 0.6968
C 0.8286 2.0546 -0.1837
H 0.9560 -1.2638 -1.1917
H 0.9167 -2.7481 -0.1727
H 2.2475 -1.6489 -0.0445
H 0.3413 -1.6339 1.6849
H 1.3961 -0.2004 1.3572
H -0.7470 -0.1925 -0.3619
H -1.2362 1.8583 0.5008
H -0.1504 1.7675 1.7374
H 0.4458 2.2866 -1.1726
H 1.3105 2.9071 0.2741
H 1.7111 1.4145 -0.2611
H -1.6944 -2.0590 1.4174
H -2.3637 -0.6612 1.3298
O -2.4531 -1.5460 1.6994
H -0.1280 0.0189 -3.1051
H -1.3802 0.8237 -2.7534
O -1.0454 -0.0766 -2.8291
*
```

Strongest force on any atom in hartree/bohr: 0.0842
Orbital gap (spin up / spin down) in hartree: 0.45968 / 0.25840
⟨S²⟩: 0.754
Energy relative to the best compared isomer or geometry (same formula, charge and spin) in kJ/mol: 101.16